Record 1
DFT (ωB97M-V/def2-TZVPD) results for a cluster of 15 separate species, C33H102N14O15 in total in a non-equilibrium geometry.

For the calculated total energy, the calculation gives -3213.67694 Ha. The frontier orbital gap is 8.936 eV. The highest occupied orbital energy comes out at -8.73 eV. As for the LUMO energy: 0.008 Eh. As for the energy above the lowest of the compared OMol25 structures with the same formula, charge and spin: 0.0 kcal per mole.

XYZ file:
```
164
Properties=species:S:1:pos:R:3:forces:R:3
C 0.3406 -3.4579 -3.7573 -0.3 -1.3 0.2
O 1.5005 -3.8375 -3.7431 0.5 -0.1 -0.1
N 0.0056 -2.1644 -3.7120 1.0 1.1 0.2
N -0.6980 -4.3973 -3.7622 -0.3 -0.2 -0.7
H 0.7350 -1.5470 -3.3762 0.2 -0.1 -0.2
H -0.8944 -1.7793 -3.5661 -1.5 0.0 0.1
H -1.6568 -4.0708 -3.9198 0.7 -0.2 0.0
H -0.4636 -5.2861 -4.2353 -0.2 1.0 0.6
C -4.6743 2.3467 0.0987 -0.4 0.0 -1.2
O -5.5750 3.2166 0.1228 1.6 -1.3 0.1
N -4.1935 1.7628 -1.0747 -0.4 0.6 0.8
N -4.0646 1.8474 1.2273 -0.3 0.3 0.0
H -4.3267 2.1969 -1.9855 -0.4 -0.1 0.5
H -3.2917 1.3249 -0.9878 0.4 -0.1 0.1
H -3.5088 0.9755 1.3283 -0.6 0.7 -0.4
H -4.5643 2.1918 2.0222 0.1 -0.2 0.6
C 1.4506 4.6431 -4.9672 -0.8 0.9 0.3
O 1.9336 5.4873 -4.2067 0.0 -0.5 -0.3
N 0.2418 4.0553 -4.7405 0.8 0.1 -0.5
N 1.9477 4.2878 -6.1540 1.0 -0.4 -1.2
H -0.1072 4.3063 -3.8700 -1.2 -0.1 1.7
H -0.0679 3.2620 -5.2710 -0.2 -0.1 0.1
H 1.4078 3.5917 -6.6692 0.6 0.5 -0.2
H 2.6163 4.9061 -6.6033 -0.2 -0.5 0.2
C -1.9503 -1.2386 2.3671 0.2 0.5 -0.4
O -2.4846 -0.5597 1.5227 -1.0 1.4 -1.9
N -1.9087 -2.5402 2.2857 0.6 -2.3 1.1
N -1.2726 -0.7309 3.3919 0.6 2.0 2.5
H -2.3705 -2.9818 1.5508 -1.0 -0.8 -1.3
H -1.4312 -3.1015 2.9714 0.0 0.1 -0.2
H -1.3290 0.3049 3.4256 0.0 -0.9 0.0
H -1.5256 -1.1676 4.2831 0.5 0.2 0.1
C 1.1632 0.7582 -6.2263 -0.4 -0.9 0.7
O 0.4030 1.6599 -6.9369 -0.6 2.7 -0.6
H 1.7395 1.2809 -5.4816 0.3 0.3 0.1
H 0.4399 0.1499 -5.7055 0.3 -1.0 0.4
H 1.8049 0.1972 -6.8725 0.5 -0.6 -0.2
H 0.1045 1.3501 -7.7819 -0.1 -0.5 -0.4
C -3.3309 2.9926 -4.4640 -0.8 0.7 -1.3
O -4.3416 2.2256 -3.8112 0.8 -0.4 -0.4
H -3.2781 2.8175 -5.5676 0.0 -0.4 0.7
H -3.6513 4.0358 -4.4021 0.6 0.2 0.3
H -2.3596 2.8225 -4.0250 0.0 -0.1 0.4
H -5.1647 2.5182 -4.1891 -0.6 0.0 -0.1
C -1.5897 5.4204 -0.7571 -0.8 0.8 1.5
O -2.0524 4.1806 -1.2055 -1.1 -0.9 -0.5
H -0.8113 5.3022 0.0076 0.0 -0.2 -0.3
H -1.2067 6.0366 -1.5508 0.2 0.2 -0.5
H -2.4191 5.9570 -0.2520 0.4 0.0 -0.3
H -3.0398 4.1488 -1.2184 1.2 0.1 0.1
C 2.7304 4.8910 -0.6442 -1.2 0.1 -1.0
O 1.6959 4.4677 -1.5750 0.5 -0.4 0.7
H 2.6473 5.9830 -0.6811 0.9 -0.1 0.4
H 2.4697 4.5581 0.3578 -0.2 -0.1 -0.1
H 3.7138 4.4628 -0.9039 -0.2 0.5 0.0
H 1.7993 4.9975 -2.3838 0.1 -0.1 -0.1
C 2.5234 3.3607 2.7337 0.9 -0.4 2.0
O 2.4574 2.1098 3.4424 -0.4 0.3 -0.4
H 1.5619 3.7151 2.4181 -0.5 0.3 0.2
H 3.0200 4.0297 3.4860 -0.6 -0.2 -1.0
H 3.1290 3.2944 1.8537 0.7 -0.2 -0.5
H 1.8047 1.5516 2.9968 0.2 0.1 -0.2
C 0.8405 -0.3505 7.6573 0.5 -0.5 1.3
C 0.2944 -1.1613 6.4774 -0.3 -0.1 0.7
C 0.6875 -2.6350 6.4652 0.0 0.0 0.2
O 2.0217 -2.7356 6.0011 -0.2 -0.6 -0.2
C 2.0657 -3.0359 4.6013 -0.1 1.1 0.5
N -1.1658 -1.0965 6.4247 -0.7 1.2 -0.5
H 0.4570 -0.7692 8.6344 0.0 0.4 -1.0
H 0.5247 0.7122 7.6052 0.3 -0.7 -0.1
H 1.9453 -0.4475 7.7832 -0.7 0.3 -0.5
H 0.6976 -0.7368 5.5430 -0.3 -0.1 0.2
H -0.0027 -3.1530 5.7917 0.0 0.1 -0.1
H 0.5454 -3.1755 7.4256 0.4 0.6 -0.2
H 2.3858 -4.0533 4.4713 0.0 -0.6 -0.3
H 2.7901 -2.3581 4.1481 0.1 -0.1 -0.1
H 1.0812 -2.8462 4.1356 0.4 -0.2 0.0
H -1.3836 -0.0847 6.2818 -0.1 -0.9 0.5
H -1.6109 -1.3830 7.3062 0.5 0.2 -0.4
C 4.2027 -0.2424 -4.5043 0.5 -0.9 0.1
C 4.3650 -0.5860 -3.0264 -0.9 0.3 -0.8
C 4.7982 0.6518 -2.2677 1.2 -1.7 1.0
O 5.2469 0.1902 -0.9176 -1.6 1.2 -1.7
C 5.2372 1.2801 0.0176 1.0 -0.1 -1.8
N 3.0752 -1.1189 -2.4826 1.1 -0.7 0.5
H 3.5465 0.5725 -4.6412 -0.8 1.1 -0.1
H 3.7509 -1.1107 -4.9778 0.0 -0.1 -0.3
H 5.1585 -0.0061 -4.9960 -0.2 -0.2 0.2
H 5.1539 -1.3226 -3.0394 0.4 -0.3 0.7
H 3.9931 1.3804 -2.1936 -0.1 0.1 0.2
H 5.6337 1.0620 -2.8615 -0.1 0.2 0.6
H 5.1243 0.8549 0.9750 -0.3 -0.3 1.2
H 4.4736 2.0385 -0.2125 0.1 -0.3 0.2
H 6.2372 1.7072 -0.0956 -0.1 0.6 0.5
H 2.9746 -2.1257 -2.7247 0.0 0.8 -0.3
H 3.2900 -1.1775 -1.4798 -0.4 0.1 -0.1
C 1.6927 -3.9002 -0.0523 0.0 -0.7 -0.6
C 1.2006 -5.3435 0.0552 0.8 0.1 0.4
C 2.3999 -6.2501 -0.3093 0.4 -0.9 0.3
O 1.9087 -7.5931 -0.3105 -0.8 0.4 -0.1
C 2.7660 -8.5263 -0.8988 2.5 0.9 1.6
N 0.6019 -5.5698 1.3698 0.4 0.2 0.9
H 2.2139 -3.7906 -1.0145 0.0 0.1 0.3
H 2.4053 -3.8216 0.7645 0.2 0.7 0.1
H 0.9092 -3.1438 -0.0206 0.0 -0.2 0.3
H 0.4247 -5.5745 -0.6602 -0.2 0.1 -0.4
H 3.3000 -6.2021 0.4360 -1.4 0.2 -1.1
H 2.7551 -6.0317 -1.3400 -0.1 0.2 0.6
H 2.6617 -9.4464 -0.3431 -0.4 -0.6 -0.3
H 3.8100 -8.1779 -0.5636 -0.8 -0.7 -1.1
H 2.7176 -8.6583 -1.9880 -0.2 0.2 0.2
H 0.1981 -6.4961 1.4651 0.2 0.0 -0.2
H 1.2630 -5.4336 2.1644 -0.5 -0.2 -1.0
C 0.4365 1.1654 -2.5509 1.0 0.7 0.5
C 0.1260 0.7105 -1.1036 -0.5 -0.4 -0.1
C 1.2566 1.1374 -0.1655 -0.4 -0.6 -0.9
O 1.0570 0.7687 1.1722 -0.5 0.1 1.1
C 1.3297 -0.6096 1.4341 0.4 0.7 -0.7
N -1.1041 1.3234 -0.6179 -0.6 -0.9 -0.2
H 0.5436 2.2525 -2.6048 0.0 0.1 0.5
H -0.2743 0.9838 -3.3262 -1.0 -0.8 -0.2
H 1.3970 0.8049 -2.9304 -0.1 -0.3 0.3
H -0.0656 -0.3921 -1.0142 0.5 0.7 -0.4
H 1.2442 2.2150 -0.2863 0.5 0.4 0.5
H 2.1715 0.6841 -0.4887 1.0 0.0 -0.4
H 0.7056 -1.2187 0.8078 -0.4 -0.5 -0.2
H 1.1261 -0.8379 2.4690 0.0 0.2 0.2
H 2.3705 -0.8106 1.1659 0.1 -0.2 0.2
H -1.1137 2.3216 -0.7104 0.1 0.6 -0.1
H -1.2443 1.0694 0.3581 -0.1 0.1 -0.1
C -3.5919 2.9038 6.4875 0.4 -0.4 0.5
C -2.4706 2.3791 5.6024 -1.1 0.3 -2.7
C -2.2341 3.3369 4.3943 1.7 -1.2 0.1
O -1.2531 2.6572 3.4946 -2.6 -0.5 2.3
C -0.9388 3.3857 2.3759 0.0 1.5 -0.5
N -1.2305 2.0815 6.2711 0.3 -0.6 -0.3
H -4.5722 3.1358 6.0399 0.6 -0.4 -0.2
H -3.2249 3.7708 6.9648 0.3 1.6 0.4
H -3.7192 2.2493 7.3418 -0.3 -0.6 0.0
H -2.8935 1.4801 5.1232 0.4 -0.2 0.1
H -1.7084 4.2216 4.7599 -0.2 0.3 0.0
H -3.1576 3.6181 3.8904 0.0 -0.2 -0.3
H -0.4453 4.3203 2.7345 -0.2 -0.2 -0.8
H -1.7741 3.6168 1.6787 0.1 -0.1 0.6
H -0.2751 2.7490 1.8353 0.8 -0.1 -0.6
H -1.1260 2.6238 7.0881 0.1 0.7 1.2
H -0.3885 2.2486 5.7109 -0.6 -0.1 -0.2
C -4.3834 -2.4347 -3.0662 1.0 0.0 0.7
C -3.5581 -1.5816 -2.0398 0.4 -0.3 -2.2
C -2.7558 -2.4820 -1.1443 -0.3 -0.8 1.2
O -3.6840 -3.2638 -0.2911 0.9 1.7 -0.4
C -3.5356 -4.6339 -0.4176 0.3 -0.8 -0.9
N -2.6380 -0.6690 -2.7901 0.3 -0.8 0.5
H -5.1151 -3.0154 -2.4867 0.1 0.1 -0.5
H -3.7060 -3.1118 -3.6347 -0.3 0.2 0.6
H -4.8355 -1.8460 -3.8546 -0.5 0.4 0.2
H -4.1921 -1.0011 -1.4093 -0.8 0.3 0.5
H -2.1583 -1.8624 -0.4649 0.0 -0.1 -0.1
H -2.0846 -3.1842 -1.6625 -0.2 0.2 -0.1
H -2.4871 -4.9648 -0.2628 -0.4 0.0 0.1
H -3.8260 -4.9449 -1.4445 0.1 -0.2 0.4
H -4.2012 -5.1068 0.3046 0.1 -0.1 0.0
H -3.1804 -0.0174 -3.3455 -0.1 0.1 0.1
H -2.0646 -0.1263 -2.1269 -0.5 -0.1 -0.3
```
Positions in Å, forces in eV/Å.



Record 2
DFT (ωB97M-V/def2-TZVPD) results for a structure of composition C33H18AsBrCl5F3FeN4O7S in a non-equilibrium geometry.

For the calculated total energy, the calculation gives -11086.37347 Ha. The frontier orbital gap (spin up / spin down) is 6.740 / 6.317 eV. The spin multiplicity is 6. The highest occupied orbital energy (spin up / spin down) comes out at -5.63 / -5.66 eV. As for the LUMO energy (spin up / spin down): 0.041 / 0.024 Eh. As for the charge: -1. As for the energy above the lowest of the compared OMol25 structures with the same formula, charge and spin: 12.5 kcal per mole.

XYZ file:
```
74
Properties=species:S:1:pos:R:3:forces:R:3
Fe -0.8365 1.6643 0.3129 -0.7 0.0 -0.4
Cl -1.9062 3.4052 2.7547 -0.2 -0.1 -0.1
C -3.2209 3.0515 1.6493 1.2 -0.2 -0.3
C -2.9196 2.1333 0.6342 -0.7 -1.0 -0.7
C -3.9869 1.7859 -0.2054 -1.6 1.7 0.6
Cl -3.9333 0.4759 -1.3965 0.3 0.8 0.6
C -5.2587 2.5610 -0.1335 1.7 -1.1 0.1
Cl -6.6204 2.1656 -1.0864 -0.1 -0.4 -0.6
C -5.4066 3.6019 0.7623 1.0 -0.5 1.0
Cl -6.8799 4.5390 0.8497 0.7 -0.3 0.0
C -4.3617 3.7938 1.7358 -1.2 -0.6 -2.2
Cl -4.4653 5.0766 2.7679 -0.3 1.6 1.6
Br 1.1881 -10.0762 -4.4547 -0.3 -0.1 0.4
C 0.3732 -8.7619 -3.3319 1.5 0.5 1.8
C -0.3618 -7.7586 -3.9257 -0.1 0.7 -0.8
C -0.6083 -6.6143 -3.1933 -1.2 0.0 -0.2
C -0.2932 -6.4824 -1.8512 0.6 0.7 -0.9
C 0.4126 -7.4961 -1.1957 -0.6 -0.9 -2.7
C 0.8242 -8.6095 -1.9387 -1.3 -0.2 -1.6
N -0.4762 -5.1360 -1.4467 0.0 -0.2 1.1
N -0.1905 -4.8876 -0.2528 -0.2 0.1 0.1
C -0.2565 -3.5369 0.1415 -0.1 -1.6 -0.6
C -0.0996 -3.3404 1.5076 0.4 -0.7 -1.7
C -0.0512 -2.1008 2.0158 -0.7 2.4 0.5
C -0.3047 -1.0073 1.1929 0.4 0.2 -0.8
O -0.4449 0.1953 1.5722 -0.2 1.3 1.3
C -0.3678 -1.1414 -0.2421 -0.3 -3.3 1.4
N -0.4785 -0.0243 -0.9085 -0.2 0.6 -2.6
C -0.6309 -0.1536 -2.2458 -0.2 3.7 1.7
C -0.7916 -1.3400 -2.8371 -0.6 -1.0 -3.0
C -0.6630 -2.5093 -2.1946 0.6 -0.6 2.6
C -0.4308 -2.4641 -0.7812 0.2 1.1 -0.6
H -0.6886 -7.6308 -4.9834 0.6 -1.1 0.8
H -1.1579 -5.8174 -3.7247 0.5 -0.2 0.6
H 0.5926 -7.4303 -0.1867 0.8 0.3 2.1
H 1.4288 -9.3932 -1.4729 -0.2 0.3 -0.3
H 0.0576 -4.1578 2.1599 0.0 -1.0 0.3
H 0.0302 -1.8902 3.0556 0.1 0.0 0.7
H -0.7121 0.7939 -2.8012 0.1 -0.6 0.4
H -1.0772 -1.3680 -3.8979 0.4 0.2 0.4
H -0.6793 -3.4382 -2.6850 -0.3 -0.7 -0.5
O 2.0914 1.7569 -1.2749 -0.1 0.1 0.1
As 1.9386 3.1361 -0.1788 0.2 0.2 0.6
O 3.4014 3.3417 0.5591 -1.0 -0.2 -0.3
O 0.6055 2.7269 0.8280 0.9 0.4 -0.2
C 1.5528 4.6433 -1.3303 -1.3 0.7 0.5
C 2.5773 5.5698 -1.3977 1.2 -0.1 -0.5
C 2.5442 6.6072 -2.3290 0.5 0.9 -1.2
C 1.3713 6.7980 -3.1315 1.9 -1.0 0.8
C 0.3050 5.9065 -3.0103 -0.7 1.2 0.2
C 0.3636 4.9449 -2.0122 -0.9 -1.3 -0.7
S -1.2316 4.0343 -1.8024 1.8 -0.1 -1.3
O -2.0000 4.2839 -2.9991 0.5 -0.8 0.0
O -1.8263 4.4870 -0.6115 -1.0 1.3 2.3
O -0.7303 2.6371 -1.5703 -0.3 -0.5 -0.6
H 2.9726 1.4280 -1.0622 0.2 -0.2 -0.1
H 3.4739 5.3747 -0.7964 -0.3 0.1 -0.3
H 3.5416 7.1925 -2.5592 -2.4 -0.9 0.7
H 1.4350 7.5471 -3.8903 -0.3 0.4 -0.4
H -0.6537 6.0029 -3.5994 1.4 -0.1 0.7
F 3.9710 -2.1441 3.8057 -0.5 0.0 0.4
C 4.0995 -0.8560 4.1728 1.2 0.3 0.7
F 4.8530 -0.8346 5.3273 -0.4 -0.4 -0.5
F 4.8693 -0.3087 3.2342 0.2 0.4 -0.4
C 2.8372 -0.0825 4.3941 -0.4 -1.7 1.0
C 2.0888 -0.3531 5.5838 1.8 -1.6 -1.2
C 0.9052 0.2692 5.7233 0.2 0.7 0.0
N 0.4895 1.1617 4.8628 -0.6 2.0 -2.7
C 1.1467 1.3994 3.7097 0.6 -1.2 0.8
C 2.3657 0.7103 3.3978 -1.2 1.5 0.0
H 2.3798 -1.2025 6.2207 0.1 0.8 -0.1
H 0.2660 0.1892 6.5544 -0.6 -0.6 1.1
H 0.7344 2.0932 2.9881 -0.1 0.0 0.3
H 2.9149 0.8636 2.4555 -0.4 0.0 0.6
```
Positions in Å, forces in eV/Å.



Record 3
DFT (ωB97M-V/def2-TZVPD) results for a structure of composition C33H20F5N2PRuSSe2.

For the calculated total energy, the calculation gives -7515.73514 Ha. The frontier orbital gap (spin up / spin down) is 5.670 / 5.765 eV. The spin multiplicity is 6. The highest occupied orbital energy (spin up / spin down) comes out at -3.51 / -4.81 eV. As for the LUMO energy (spin up / spin down): 0.079 / 0.035 Eh. As for the charge: -1. As for the energy above the lowest of the compared OMol25 structures with the same formula, charge and spin: 0.0 kcal per mole.

XYZ file:
```
65
Properties=species:S:1:pos:R:3:forces:R:3
Ru 0.4407 0.2640 0.2228 0.4 -0.2 -0.3
F -1.2987 5.0546 2.5314 0.0 0.0 0.0
C -1.6400 3.8741 1.9859 0.0 -0.1 0.0
C -0.9576 3.4407 0.8752 0.0 0.1 0.0
C -1.3080 2.2164 0.3008 -0.6 0.4 -0.1
C -2.3495 1.4414 0.8655 0.2 0.2 0.1
C -3.0061 1.9592 1.9779 0.2 0.0 -0.2
F -3.9905 1.2436 2.5478 0.0 0.0 0.0
C -2.6784 3.1623 2.5610 0.1 0.1 0.0
C -2.5930 0.0699 0.4061 0.0 -0.3 -0.1
C -3.8757 -0.4614 0.2916 0.1 0.1 0.0
C -4.0392 -1.7785 -0.0887 0.2 -0.1 0.0
C -2.9167 -2.5446 -0.3697 -0.1 0.1 0.0
C -1.6740 -1.9517 -0.2715 0.1 -0.1 -0.1
N -1.5052 -0.6837 0.1104 -0.4 0.2 0.1
H -0.1510 4.0279 0.4608 0.0 0.0 0.0
H -3.1780 3.5068 3.4532 0.0 0.0 0.0
H -4.7275 0.1660 0.5059 0.0 0.0 0.0
H -5.0316 -2.2021 -0.1679 0.0 0.0 0.0
H -2.9899 -3.5830 -0.6573 0.0 0.0 0.0
H -0.7661 -2.4986 -0.4922 -0.1 0.0 0.0
Se 1.5226 -1.0599 -1.3855 -0.1 0.0 0.1
P 0.6529 -0.9315 2.3810 0.0 0.0 0.0
Se -0.6612 -0.1117 3.8655 -0.1 0.1 0.0
C 0.2585 -2.7072 2.1346 0.0 0.0 0.0
C 1.0535 -3.4813 1.2897 0.0 0.0 0.1
C 0.7050 -4.7896 1.0060 0.0 -0.1 0.0
C -0.4446 -5.3426 1.5582 0.0 0.0 0.0
C -1.2360 -4.5789 2.4018 0.0 -0.1 0.0
C -0.8860 -3.2670 2.6902 0.0 0.0 0.0
C 2.3743 -1.0048 2.9904 0.0 0.0 0.0
C 3.4257 -1.1103 2.0835 0.0 0.0 0.0
C 4.7316 -1.1856 2.5384 0.1 0.0 0.0
C 4.9971 -1.1471 3.8984 0.1 0.0 0.0
C 3.9536 -1.0271 4.8049 0.0 0.0 0.0
C 2.6460 -0.9519 4.3544 0.0 0.0 -0.1
H 1.9384 -3.0545 0.8349 0.0 0.0 0.0
H 1.3309 -5.3782 0.3472 0.0 0.0 0.0
H -0.7175 -6.3662 1.3325 0.0 0.0 0.0
H -2.1310 -5.0035 2.8407 0.0 0.0 0.0
H -1.4966 -2.6594 3.3478 0.0 0.0 0.0
H 3.2238 -1.1004 1.0195 0.0 0.0 0.0
H 5.5432 -1.2488 1.8249 0.0 0.0 0.0
H 6.0200 -1.1899 4.2512 0.0 0.0 0.0
H 4.1586 -0.9783 5.8672 0.0 0.0 0.0
H 1.8246 -0.8340 5.0504 0.0 0.0 0.0
S 4.0382 3.0474 1.6310 0.2 0.1 0.1
C 2.8235 2.1429 1.1064 -0.2 -0.1 -0.1
N 1.9308 1.4900 0.7088 -0.1 0.1 0.1
F 1.4495 2.5860 -8.1017 0.0 0.0 0.0
C 0.1840 2.8256 -7.6813 0.0 0.1 -0.1
F -0.6245 2.0650 -8.4458 0.0 0.0 0.0
F -0.0717 4.1138 -8.0236 0.0 0.0 0.0
C 0.0134 2.5809 -6.2251 0.0 0.0 0.0
C -0.8970 1.6383 -5.7485 0.0 0.0 -0.1
C -1.0460 1.4384 -4.3972 -0.1 -0.1 0.0
C -0.2783 2.1812 -3.4660 0.1 0.0 0.1
C 0.6569 3.1224 -3.9722 0.0 0.0 0.0
C 0.7911 3.3159 -5.3229 0.0 0.0 0.0
C -0.4396 1.9942 -2.1091 -0.3 0.1 -0.3
C -0.6096 1.7538 -0.8877 0.4 -0.3 0.6
H -1.4906 1.0634 -6.4460 0.0 0.0 0.0
H -1.7497 0.7059 -4.0260 0.0 0.0 0.0
H 1.2629 3.6828 -3.2736 0.0 0.0 0.0
H 1.5054 4.0387 -5.6962 0.0 0.0 0.0
```
Positions in Å, forces in eV/Å.



Question: Which formula does entry 1 have?
Answer: C33H102N14O15